13 unconnected molecules or ions with the total composition C48H116N8O16P2, computed with the ωB97M-V functional and the def2-TZVPD basis.

The calculation puts the strongest force on any atom at 4.12 eV Å⁻¹. The value obtained for the LUMO energy (alpha / beta) is -2.1 / -7.6 eV. As for the expectation value of S²: 0.780. The net charge is +1. The calculation puts the total energy at -114915.3735 eV. As for the multiplicity: 2.

Each line ends with the Mulliken charge.
Geometry (Å):
C1 -10.20676 -7.05645 -7.81844  -0.44
C2 -11.61399 -7.17188 -7.26739  -0.43
C3 -12.44277 -8.36320 -7.69696  -0.61
C4 -13.79702 -8.32221 -6.99229  -0.78
C5 -14.82869 -9.32032 -7.43333  -0.39
C6 -16.32338 -9.05762 -6.96644  -1.25
H1 -10.38661 -6.99741 -8.89188  0.41
H2 -9.65424 -7.93892 -7.49583  0.06
H3 -9.64023 -6.20425 -7.44308  -0.12
H4 -11.53378 -7.27536 -6.18529  0.27
H5 -12.23340 -6.30509 -7.49787  0.27
H6 -11.88814 -9.25285 -7.39860  0.27
H7 -12.54326 -8.29254 -8.78001  0.46
H8 -13.66446 -8.39349 -5.91273  0.33
H9 -14.29050 -7.35957 -7.12607  0.30
H10 -14.77766 -9.41650 -8.51788  0.35
H11 -14.61753 -10.30215 -7.00964  0.28
H12 -16.94919 -9.82338 -7.42477  0.37
H13 -16.48836 -9.09039 -5.88949  0.31
H14 -16.63119 -8.07134 -7.31373  0.35
C7 -8.67940 -5.38960 -4.24431  -1.10
C8 -10.05134 -4.72996 -4.53767  -0.22
C9 -9.91805 -3.43937 -5.41602  -0.27
C10 -11.06514 -2.49354 -5.36757  -1.12
C11 -12.45795 -2.98793 -5.57403  0.02
C12 -13.48205 -1.86639 -5.32951  -1.35
H15 -8.83486 -6.22358 -3.55991  0.39
H16 -8.04163 -4.77778 -3.60633  0.49
H17 -8.05811 -5.68305 -5.09046  -0.06
H18 -10.72269 -5.47601 -4.96288  -0.05
H19 -10.46699 -4.44249 -3.57190  0.57
H20 -9.66226 -3.70888 -6.44074  0.16
H21 -8.99673 -2.90342 -5.18794  0.31
H22 -11.04820 -1.96780 -4.41290  0.37
H23 -10.90571 -1.71192 -6.11037  0.38
H24 -12.54940 -3.31968 -6.60828  0.22
H25 -12.61981 -3.85445 -4.93289  0.30
H26 -14.55664 -2.03364 -5.40284  0.37
H27 -13.30837 -1.54900 -4.30131  0.32
H28 -13.20956 -1.08596 -6.04000  0.31
C13 -5.65374 0.83101 -10.91903  -0.78
C14 -5.92766 -0.32959 -11.87612  -0.78
C15 -5.98299 -1.67049 -11.10697  0.61
C16 -6.17141 -2.94479 -11.97621  -1.28
C17 -6.38752 -4.16694 -11.08015  1.42
C18 -7.06382 -5.34176 -11.74129  -1.49
H29 -4.60639 0.76103 -10.62535  0.07
H30 -6.25881 0.69201 -10.02312  0.18
H31 -5.84644 1.74582 -11.47948  0.42
H32 -6.88227 -0.17267 -12.37833  0.34
H33 -5.13463 -0.40826 -12.61976  0.39
H34 -6.78847 -1.51847 -10.38851  0.23
H35 -5.07828 -1.86634 -10.53144  -0.35
H36 -7.05177 -2.75038 -12.58879  0.47
H37 -5.37658 -3.08304 -12.70918  0.34
H38 -5.48973 -4.48438 -10.54978  -0.37
H39 -6.96856 -3.88205 -10.20302  -0.16
H40 -7.15196 -6.21300 -11.09223  0.06
H41 -8.10114 -5.12040 -11.99243  0.48
H42 -6.57126 -5.77669 -12.61097  0.35
C19 1.67141 -9.80479 -7.62206  -0.78
C20 0.95955 -8.64027 -7.00778  0.59
O1 -0.16207 -8.73311 -6.61653  -0.69
N1 1.61918 -7.45828 -6.98382  -0.02
C21 1.06920 -6.20516 -6.42582  -0.55
H43 1.94274 -10.54077 -6.86523  0.28
H44 2.57617 -9.42509 -8.09676  0.47
H45 1.06478 -10.23308 -8.41997  -0.07
H46 2.53620 -7.47068 -7.40693  0.31
H47 1.86029 -5.75419 -5.82673  0.50
H48 0.17827 -6.29657 -5.80454  0.22
H49 0.87907 -5.47425 -7.21177  -0.18
C22 -6.52687 -1.50662 -7.65634  -1.50
C23 -5.02536 -1.80012 -7.74982  0.51
O2 -4.53103 -2.93721 -7.69098  -0.48
N2 -4.26257 -0.71084 -7.86828  0.04
C24 -2.84695 -0.66915 -8.04766  -0.39
H50 -6.88444 -1.26236 -6.65605  0.46
H51 -7.13304 -2.30689 -8.08087  0.15
H52 -6.81783 -0.65362 -8.26939  0.23
H53 -4.75414 0.17135 -7.85367  0.30
H54 -2.57672 0.06902 -7.29257  0.43
H55 -2.64433 -0.31539 -9.05856  0.27
H56 -2.32470 -1.62125 -7.95349  -0.37
C25 -2.81262 -8.65223 -3.85855  0.56
C26 -1.48313 -9.08899 -3.18484  0.33
O3 -1.42288 -9.27977 -1.97680  -0.43
N3 -0.37305 -9.31469 -3.93235  0.54
C27 0.85720 -9.77289 -3.43622  -0.85
H57 -3.65628 -9.19959 -3.43814  0.40
H58 -2.77673 -8.97247 -4.89982  -0.64
H59 -3.02518 -7.58697 -3.76843  -0.05
H60 -0.41406 -9.17757 -4.93216  0.18
H61 0.76460 -10.82657 -3.17298  0.36
H62 1.13672 -9.15270 -2.58455  0.38
H63 1.70100 -9.76475 -4.12616  0.32
C28 -4.53681 -4.49876 -2.58930  -1.16
C29 -3.17387 -4.35257 -3.35110  0.95
O4 -2.16285 -4.99205 -3.02783  -0.71
N4 -3.19120 -3.48701 -4.36953  0.08
C30 -2.04080 -2.99590 -5.12453  -0.92
H64 -5.27651 -3.75276 -2.87985  0.36
H65 -4.46018 -4.32708 -1.51564  0.41
H66 -4.89060 -5.52969 -2.59934  0.19
H67 -4.11620 -3.14852 -4.59289  0.08
H68 -1.91937 -1.91313 -5.09335  0.39
H69 -2.07051 -3.21372 -6.19212  -0.03
H70 -1.06619 -3.29211 -4.73656  0.34
C31 0.10267 -7.13313 -10.51783  -0.36
C32 -0.01405 -8.46387 -11.25326  0.34
O5 0.53146 -9.45810 -10.77635  -0.78
N5 -0.82104 -8.47072 -12.32788  -0.07
C33 -1.22533 -9.66114 -13.01501  -0.74
H71 -0.81579 -6.95200 -9.95952  -0.33
H72 0.31235 -6.26409 -11.14146  0.68
H73 0.91592 -7.13835 -9.79209  0.13
H74 -1.13033 -7.55494 -12.62079  0.27
H75 -1.08745 -10.55727 -12.41000  0.13
H76 -0.63108 -9.81282 -13.91609  0.35
H77 -2.25466 -9.56830 -13.36138  0.33
C34 -2.33872 -10.32749 -8.51747  2.30
C35 -1.92767 -11.68636 -9.02144  0.02
O6 -2.41173 -12.68907 -8.50729  -0.73
N6 -0.92386 -11.71097 -9.87794  0.43
C36 -0.33441 -12.97683 -10.38628  -1.09
H78 -1.72568 -9.58127 -9.02289  -0.74
H79 -2.28710 -10.29453 -7.42919  -0.71
H80 -3.37052 -10.07712 -8.76400  -0.43
H81 -0.48699 -10.83487 -10.12627  -0.15
H82 0.22098 -12.73694 -11.29298  0.38
H83 -1.05461 -13.73481 -10.69430  0.34
H84 0.33507 -13.46283 -9.67655  0.31
C37 -6.28447 -5.80163 -7.58603  0.14
C38 -5.01697 -6.55909 -7.36029  -0.61
O7 -4.99597 -7.78373 -7.25928  0.44
N7 -3.89502 -5.84584 -7.18909  2.01
C39 -2.61084 -6.46592 -6.99900  -0.24
H85 -7.10184 -6.38985 -7.16888  -0.54
H86 -6.51449 -5.62034 -8.63595  -0.55
H87 -6.20016 -4.83259 -7.09414  0.35
H88 -3.93297 -4.84423 -7.31335  -0.41
H89 -1.82312 -5.81333 -6.62252  -0.26
H90 -2.22648 -6.89089 -7.92624  -0.05
H91 -2.57235 -7.28141 -6.27678  -0.19
C40 -7.03134 -8.41213 -4.40003  -0.09
C41 -6.66013 -9.86213 -4.68008  0.47
O8 -7.14532 -10.71342 -3.96895  -0.71
N8 -5.85812 -10.14613 -5.67526  0.51
C42 -5.22161 -11.40997 -5.89383  -1.14
H92 -6.16437 -7.85591 -4.75651  -0.18
H93 -7.23015 -8.09036 -3.37776  0.47
H94 -7.83979 -8.09912 -5.06073  0.04
H95 -5.51725 -9.41976 -6.28869  -0.18
H96 -5.89366 -11.91707 -6.58614  0.30
H97 -5.11901 -11.93391 -4.94353  0.39
H98 -4.25269 -11.28703 -6.37776  0.36
C43 -7.45950 -9.54877 -9.06509  -0.35
O9 -6.80370 -8.72948 -9.97159  0.25
P1 -6.07654 -9.37648 -11.24112  0.39
O10 -7.04122 -9.88564 -12.23072  -0.79
O11 -5.11729 -8.17419 -11.75138  -0.48
C44 -4.26488 -7.53206 -10.89516  0.89
O12 -5.00175 -10.45707 -10.64397  0.05
C45 -4.58342 -11.71165 -11.29312  -0.65
H99 -7.16085 -9.12300 -8.10717  -0.14
H100 -7.12913 -10.58748 -9.07235  0.31
H101 -8.54519 -9.45384 -9.08389  0.25
H102 -4.46673 -7.64727 -9.83023  -0.18
H103 -4.35878 -6.47466 -11.14251  0.16
H104 -3.22785 -7.83044 -11.04892  -0.53
H105 -4.77663 -12.64579 -10.76572  0.27
H106 -3.52899 -11.51617 -11.48817  0.08
H107 -5.11612 -11.89355 -12.22653  0.38
C46 2.30977 -4.17465 -9.12704  -0.66
O13 1.12604 -3.82775 -9.75392  -0.32
P2 0.05490 -2.79219 -9.06561  1.19
O14 -0.05298 -3.06304 -7.59721  -0.50
O15 0.71076 -1.37097 -9.45374  -0.34
C47 2.01795 -0.95312 -8.96899  -0.76
O16 -1.22383 -2.89157 -10.03839  -0.53
C48 -2.18277 -3.93719 -9.77307  0.63
H108 2.35240 -5.23964 -8.89883  0.04
H109 2.47718 -3.59439 -8.21964  0.38
H110 3.10344 -3.91231 -9.82659  0.34
H111 2.93017 -1.39941 -9.36495  0.27
H112 2.15189 -1.18270 -7.91189  0.32
H113 2.05457 0.13183 -9.06722  0.31
H114 -1.93164 -4.81744 -10.36485  0.25
H115 -3.19358 -3.58411 -9.97732  -0.49
H116 -2.13752 -4.12391 -8.70013  -0.23